[1]
{"formula": "C4H3BrO", "method": "ωB97M-V/def2-TZVPD", "smiles": "C=CC(Br)=C=O", "relative_energy_kj_mol": 74.0, "multiplicity": 1, "elements": ["C", "C", "C", "C", "O", "Br", "H", "H", "H"], "xyz": [[0.8119, 0.3716, -0.0862], [2.0552, -0.3696, 0.1127], [2.2511, -1.6566, 0.0370], [-0.3468, -0.3136, 0.0713], [2.5102, -2.7455, -0.0720], [3.8231, 0.4727, -0.0022], [1.0360, 1.4495, -0.4613], [-0.3358, -1.3008, 0.3046], [-1.3092, 0.0526, -0.1543]], "forces_ev_per_a": [[-0.0577, 0.3415, -0.3766], [1.0384, 1.2854, -0.2478], [-0.4284, 2.6094, 0.0614], [1.3988, 3.4854, -1.1109], [0.5595, -3.6045, -0.1427], [-0.8484, -0.1225, 0.1782], [-1.1237, -1.9664, 0.8693], [0.2459, -2.8226, 0.9824], [-0.7844, 0.7942, -0.2133]]}



[2]
{"formula": "C4H3BrO2", "method": "ωB97M-V/def2-TZVPD", "relative_energy_kj_mol": 155.7, "multiplicity": 1, "elements": ["C", "C", "C", "C", "O", "O", "Br", "H", "H", "H"], "xyz": [[0.4925, -0.8089, 0.4967], [0.1428, 0.4965, 0.3769], [-0.2382, -1.8715, -0.0525], [-1.7717, -0.0131, -0.7918], [-0.9120, 0.9482, -0.2591], [-0.1150, -3.0597, -0.1156], [-3.4541, -0.0259, 0.1094], [1.3742, -1.0498, 1.0771], [0.7362, 1.2941, 0.8051], [-1.8867, 0.0734, -1.8625]], "forces_ev_per_a": [[0.5215, 0.7408, 0.5485], [0.1734, -0.7537, 0.0437], [-0.5073, -1.0545, -0.6329], [1.0682, -2.5905, 0.6553], [-0.3325, 0.5187, -0.2647], [-1.0742, 2.8920, -0.2361], [0.1049, 0.0818, -0.0874], [0.0353, -0.0113, -0.0374], [0.0163, -0.0415, 0.0091], [-0.0057, 0.2182, 0.0019]]}



[3]
{"formula": "C4H3BrOS", "method": "ωB97M-V/def2-TZVPD", "relative_energy_kj_mol": 105.0, "multiplicity": 3, "elements": ["C", "C", "C", "C", "O", "S", "Br", "H", "H", "H"], "xyz": [[-1.4716, -0.1298, -0.3135], [-0.3057, -0.8670, 0.1228], [-1.3331, 1.2437, -0.2313], [0.6117, -0.0089, 0.5268], [3.4059, -1.2878, 0.2830], [0.1608, 1.6252, 0.5447], [3.3388, 0.3203, 0.1906], [-2.0651, -0.8833, -0.9154], [-0.2352, -1.9855, 0.1066], [-2.1065, 1.9731, -0.3141]], "forces_ev_per_a": [[0.5530, -1.5729, -1.4511], [-0.5913, -1.2900, -0.2248], [-0.4927, -1.6747, 0.7253], [0.7524, 0.7631, 1.0418], [0.1493, -3.6297, 0.1975], [-0.0279, 0.0730, -0.3230], [0.4194, 3.6055, -0.2387], [-0.5887, 1.9664, 0.8115], [0.0115, 1.3473, -0.1004], [-0.1851, 0.4121, -0.4382]]}